(1)
# C58H96N10O2

9 unconnected molecules or ions with the total composition C58H96N10O2 (ωB97M-V with the def2-TZVPD basis set, OMol25).

Computed properties:
ΔE to the lowest compared entry with this formula, charge and spin: 0.00 kJ/mol
Total charge: 0
Frontier orbital gap: 8.5 eV
Strongest force on any atom: 0.4 eV/Å
Structure (SMILES): CCCCCCCCCCCCCCCCCCCC[C@@H](COC)NC[C@@H](O)CN.c1cc[nH]c1.c1cc[nH]c1.c1cc[nH]c1.c1cc[nH]c1.c1cc[nH]c1.c1cc[nH]c1.c1cc[nH]c1.c1cc[nH]c1
LUMO: 0.34 eV

CARTESIAN COORDINATES (ANGSTROEM)
C 8.538 -4.622 -2.465
C 7.832 -5.002 -1.162
C 8.005 -3.902 -0.114
C 7.218 -4.175 1.172
C 6.941 -2.928 2.022
C 8.164 -2.027 2.280
C 7.988 -0.575 1.817
C 9.307 0.064 1.396
C 9.292 1.557 0.985
C 7.962 2.212 0.560
C 7.158 2.921 1.676
C 5.738 2.399 1.972
C 4.605 3.169 1.258
C 3.437 3.651 2.143
C 2.073 3.158 1.664
C 0.893 3.763 2.427
C -0.493 3.260 2.004
C -0.725 1.743 2.026
C -1.811 1.359 1.017
C -2.250 -0.115 1.068
C -3.778 -0.275 1.168
C -4.372 -0.568 -0.220
O -3.638 -1.597 -0.851
C -4.370 -2.341 -1.796
N -4.194 -1.178 2.237
C -5.562 -0.992 2.684
C -6.674 -1.898 2.095
O -6.115 -3.016 1.418
C -7.613 -2.392 3.188
N -8.732 -3.147 2.613
H 9.622 -4.668 -2.325
H 8.266 -5.255 -3.313
H 8.298 -3.587 -2.730
H 6.769 -5.202 -1.336
H 8.282 -5.924 -0.774
H 9.073 -3.818 0.114
H 7.685 -2.942 -0.541
H 6.261 -4.627 0.890
H 7.740 -4.923 1.780
H 6.516 -3.246 2.981
H 6.157 -2.344 1.521
H 9.046 -2.445 1.784
H 8.393 -2.029 3.350
H 7.549 0.020 2.627
H 7.273 -0.555 0.986
H 10.001 -0.058 2.237
H 9.726 -0.533 0.578
H 9.989 1.665 0.149
H 9.719 2.156 1.797
H 7.320 1.485 0.051
H 8.216 2.956 -0.202
H 7.068 3.980 1.412
H 7.748 2.893 2.600
H 5.689 1.347 1.682
H 5.555 2.421 3.052
H 5.045 4.044 0.766
H 4.196 2.546 0.455
H 3.586 3.316 3.177
H 3.423 4.746 2.175
H 1.961 3.391 0.597
H 2.065 2.065 1.742
H 1.031 3.612 3.505
H 0.929 4.848 2.261
H -1.247 3.702 2.666
H -0.724 3.621 0.994
H -1.049 1.441 3.029
H 0.187 1.186 1.802
H -2.658 2.035 1.190
H -1.433 1.620 0.019
H -1.880 -0.637 0.185
H -1.794 -0.595 1.940
H -4.177 0.706 1.459
H -4.337 0.347 -0.836
H -5.425 -0.862 -0.125
H -3.674 -3.020 -2.289
H -5.156 -2.928 -1.310
H -4.824 -1.690 -2.555
H -3.998 -2.145 2.009
H -5.817 0.046 2.444
H -5.617 -1.069 3.779
H -7.294 -1.303 1.409
H -6.651 -3.190 0.639
H -7.047 -3.027 3.875
H -7.958 -1.520 3.763
H -8.987 -3.895 3.245
H -9.553 -2.560 2.532
C -4.916 4.685 -1.508
C -4.612 3.598 -0.643
C -4.741 4.052 0.643
N -5.104 5.371 0.588
C -5.210 5.765 -0.718
H -4.914 4.678 -2.585
H -4.323 2.601 -0.932
H -4.594 3.553 1.587
H -5.258 5.962 1.384
H -5.489 6.771 -0.979
C -11.630 -7.694 1.585
C -12.208 -6.820 2.545
C -11.301 -5.820 2.781
N -10.202 -6.057 2.004
C -10.394 -7.195 1.272
H -12.073 -8.585 1.172
H -13.176 -6.913 3.007
H -11.352 -4.964 3.433
H -9.382 -5.475 1.965
H -9.639 -7.553 0.592
C 0.656 3.616 -2.604
C -0.319 3.505 -3.631
C -1.422 4.210 -3.228
N -1.151 4.740 -1.998
C 0.114 4.388 -1.611
H 1.641 3.181 -2.595
H -0.218 2.968 -4.558
H -2.371 4.376 -3.708
H -1.798 5.290 -1.461
H 0.526 4.701 -0.667
C 2.034 0.455 -7.793
C 1.064 0.338 -8.826
C -0.045 1.036 -8.426
N 0.219 1.568 -7.193
C 1.482 1.220 -6.799
H 3.022 0.027 -7.781
H 1.168 -0.196 -9.755
H -0.992 1.197 -8.911
H -0.418 2.128 -6.660
H 1.880 1.544 -5.854
C 9.950 -10.037 -1.601
C 10.664 -9.129 -2.432
C 9.744 -8.277 -2.983
N 8.509 -8.635 -2.519
C 8.623 -9.707 -1.677
H 10.364 -10.840 -1.016
H 11.727 -9.104 -2.603
H 9.857 -7.453 -3.665
H 7.652 -8.177 -2.768
H 7.758 -10.140 -1.205
C -3.683 9.149 -0.471
C -4.412 10.370 -0.475
C -3.608 11.321 -1.044
N -2.426 10.722 -1.382
C -2.461 9.400 -1.037
H -4.014 8.196 -0.096
H -5.411 10.531 -0.105
H -3.779 12.365 -1.238
H -1.650 11.183 -1.818
H -1.620 8.754 -1.224
C 1.151 -3.777 1.792
C 0.499 -2.647 1.227
C 1.373 -1.595 1.296
N 2.522 -2.044 1.889
C 2.395 -3.371 2.195
H 0.747 -4.770 1.900
H -0.496 -2.610 0.816
H 1.273 -0.572 0.976
H 3.332 -1.483 2.078
H 3.194 -3.909 2.675
C -9.192 0.608 -0.146
C -9.701 1.605 0.732
C -8.723 2.554 0.881
N -7.646 2.169 0.133
C -7.922 0.988 -0.495
H -9.700 -0.281 -0.482
H -10.674 1.627 1.193
H -8.707 3.467 1.451
H -6.778 2.675 0.050
H -7.191 0.521 -1.133

Atoms 1-3, force components in eV/Å:
0.01 0.20 0.14
0.34 0.01 -0.08
-0.17 -0.19 0.12

Results of the Mulliken charge analysis, in e, for atoms 1 through 4:
1. C -1.30
2. C -0.37
3. C -0.36
4. C -1.00


(2)
# C3H4N2O

A molecular structure, C3H4N2O (ωB97M-V with the def2-TZVPD basis set, OMol25).

Computed properties:
ΔE to the lowest compared entry with this formula, charge and spin: 439.66 kJ/mol
Total charge: 0
Frontier orbital gap: 8.4 eV
Strongest force on any atom: 0.7 eV/Å
LUMO: 0.45 eV

CARTESIAN COORDINATES (ANGSTROEM)
N 1.717 -0.316 0.403
C 0.383 -0.177 0.414
C -0.284 1.134 0.131
O -1.725 0.831 0.629
C -1.499 -0.334 0.076
N -0.486 -1.162 0.587
H 2.296 0.514 0.460
H 2.117 -1.212 0.656
H -0.345 1.420 -0.925
H -2.119 -0.655 -0.779

Atoms 1-3, force components in eV/Å:
-0.20 0.03 0.16
0.10 -0.14 -0.06
-0.15 -0.49 -0.22

Results of the natural (NBO) charge analysis, in e, for atoms 1 through 4:
1. N -0.76
2. C 0.43
3. C -0.29
4. O -0.47


(3)
# C4H30N8O11

11 unconnected molecules or ions with the total composition C4H30N8O11 at a distorted geometry (ωB97M-V with the def2-TZVPD basis set, OMol25).

Computed properties:
ΔE to the lowest compared entry with this formula, charge and spin: 0.00 kJ/mol
Total charge: 0
Frontier orbital gap: 9.6 eV
Strongest force on any atom: 3.2 eV/Å
Structure (SMILES): NC(N)=O.NC(N)=O.NC(N)=O.NC(N)=O.O.O.O.O.O.O.O
LUMO: 0.05 eV

CARTESIAN COORDINATES (ANGSTROEM)
N 14.154 9.228 8.983
C 13.987 10.560 8.774
N 13.393 11.250 9.792
O 14.404 11.206 7.843
H 14.819 8.797 8.356
H 13.781 8.770 9.772
H 12.846 10.746 10.491
H 13.125 12.213 9.753
N 9.551 13.909 8.253
C 10.470 13.164 7.562
N 10.094 12.863 6.171
O 11.528 12.756 8.020
H 9.463 13.891 9.238
H 8.662 13.886 7.802
H 10.809 12.463 5.552
H 9.150 12.780 5.874
N 7.837 9.947 6.924
C 7.088 11.092 6.885
N 6.088 11.066 7.898
O 7.292 12.068 6.108
H 7.779 9.441 7.813
H 8.682 9.926 6.339
H 5.271 11.697 7.819
H 5.768 10.125 8.101
N 11.503 9.965 7.016
C 11.639 8.645 6.983
N 12.604 8.163 6.097
O 11.069 7.831 7.765
H 11.979 10.585 6.384
H 10.940 10.379 7.731
H 12.857 7.206 6.057
H 13.042 8.788 5.468
O 13.370 11.751 5.261
H 13.869 11.144 5.862
H 13.182 12.443 5.894
O 13.836 4.794 7.136
H 12.913 4.921 6.822
H 13.834 3.808 7.088
O 9.147 9.006 9.219
H 9.672 8.299 8.735
H 9.206 8.741 10.145
O 15.309 5.523 4.727
H 16.250 5.648 4.930
H 14.888 5.136 5.502
O 11.151 3.912 6.683
H 10.468 4.435 7.098
H 10.738 3.719 5.826
O 9.923 5.565 8.631
H 9.279 6.098 8.112
H 10.721 6.058 8.435
O 8.163 11.871 10.097
H 8.104 11.743 11.054
H 7.850 11.098 9.589

Atoms 1-3, force components in eV/Å:
0.57 0.44 -1.46
-0.50 1.43 1.76
-1.02 -1.29 1.95

Results of the natural (NBO) charge analysis, in e, for atoms 1 through 4:
1. N -0.84
2. C 0.79
3. N -0.84
4. O -0.70


(4)
# C2H2BrCl2NO

A molecular structure, C2H2BrCl2NO at a distorted geometry (ωB97M-V with the def2-TZVPD basis set, OMol25).

Computed properties:
ΔE to the lowest compared entry with this formula, charge and spin: 234.92 kJ/mol
Total charge: 0
Frontier orbital gap: 9.3 eV
Strongest force on any atom: 6.5 eV/Å
LUMO: -0.18 eV

CARTESIAN COORDINATES (ANGSTROEM)
C -1.143 0.737 -1.023
C 0.446 -0.355 0.970
N 0.490 0.252 -0.227
O -2.124 0.654 -0.373
Cl 2.068 -0.270 1.766
Cl -0.176 -1.996 0.866
Br 1.666 -0.511 -1.513
H -1.022 1.115 -1.960
H -0.204 0.375 1.495

Atoms 1-3, force components in eV/Å:
0.53 -2.39 5.99
-0.34 0.79 1.40
-1.66 2.54 -5.14

Results of the natural (NBO) charge analysis, in e, for atoms 1 through 4:
1. C 0.65
2. C -0.10
3. N -0.62
4. O -0.44